Molecular formula: C16H17N
Method: DFT, wB97M-V/def2-TZVPD

Geometry as XYZ:
```
34
Properties=species:S:1:pos:R:3:forces:R:3:nbo_charge:R:1
C -1.019 -2.370 1.437 -0.41 -0.37 0.92 -0.629
C 0.431 -2.239 1.731 -0.03 0.55 0.27 -0.100
C 1.316 -3.209 2.073 0.52 0.86 -0.03 -0.038
N 2.571 -2.622 2.274 -0.63 -0.75 -0.10 -0.529
C 2.488 -1.272 2.055 0.40 0.02 0.94 0.127
C 3.458 -0.293 2.314 -0.69 0.38 -0.25 -0.236
C 3.043 1.025 2.191 -0.55 0.35 -0.15 -0.213
C 1.702 1.351 1.871 0.37 -1.20 -0.22 -0.237
C 0.785 0.335 1.618 -0.47 2.12 0.41 -0.217
C 1.144 -0.977 1.776 0.40 -1.30 -0.57 -0.044
H -1.182 -3.305 0.901 -0.32 0.35 -0.44 0.223
H -1.413 -1.470 0.968 0.05 -0.26 -0.58 0.216
H -1.631 -2.456 2.348 0.28 -0.02 0.02 0.216
H 1.152 -4.249 2.294 0.08 -0.13 -0.25 0.211
H 3.407 -3.164 2.298 0.39 -0.02 0.15 0.405
H 4.435 -0.553 2.692 0.20 -0.02 -0.20 0.214
H 3.704 1.869 2.334 0.29 -0.22 0.24 0.211
H 1.351 2.369 1.837 0.22 0.21 -0.09 0.212
H -0.221 0.695 1.417 -0.11 -0.53 -0.08 0.210
C -0.058 0.492 -3.648 0.05 0.03 1.90 -0.635
C -1.161 1.076 -2.759 0.90 1.03 -1.98 0.019
C -1.459 0.612 -1.487 -0.48 -0.21 -0.69 -0.244
C -2.604 1.069 -0.858 0.52 -0.01 1.05 -0.188
C -3.386 2.068 -1.406 0.01 0.58 -0.44 -0.242
C -2.934 2.683 -2.560 0.95 0.20 -1.18 -0.193
C -1.822 2.201 -3.275 -1.08 -0.67 1.78 -0.229
H -0.195 -0.589 -3.634 0.28 -0.02 -0.49 0.219
H 0.888 0.723 -3.147 0.14 -0.28 -0.12 0.220
H 0.012 0.930 -4.635 -0.40 -0.13 -0.18 0.216
H -0.871 -0.171 -1.030 0.11 -0.04 -0.01 0.216
H -2.733 0.719 0.164 -0.60 -0.10 -0.18 0.207
H -4.312 2.439 -0.989 0.12 -0.14 0.46 0.217
H -3.355 3.591 -2.975 -0.60 -0.10 0.24 0.207
H -1.526 2.693 -4.188 0.13 -0.14 -0.14 0.210
```
Positions in Å, forces in eV/Å.

Results
SMILES ... Cc1c[nH]c2ccccc12.Cc1ccccc1
HOMO-LUMO gap ... 8.75 eV
DFT total energy ... -18357.68388 eV
HOMO energy ... -7.86 eV

---

Molecular formula: C29H28MnN7OS
Method: DFT, wB97M-V/def2-TZVPD

Geometry as XYZ:
```
67
Properties=species:S:1:pos:R:3:forces:R:3:mulliken_spin:R:1
Mn 0.395 0.374 0.901 -0.07 -0.09 0.12 1.062
N -1.388 2.352 -2.477 0.02 -0.01 0.00 0.007
C -0.507 1.840 -1.613 -0.06 -0.02 -0.02 0.028
N -0.831 1.083 -0.610 0.11 0.03 -0.01 -0.003
C -2.186 0.852 -0.325 0.05 -0.02 0.06 0.012
N -2.539 0.304 0.790 -0.13 0.01 -0.09 -0.011
N -1.433 0.050 1.570 0.19 -0.03 0.08 -0.009
C -1.587 -0.475 2.729 -0.09 0.02 -0.03 -0.034
C -0.347 -0.645 3.477 0.09 0.02 0.06 -0.002
C -0.280 -1.214 4.740 -0.04 0.02 -0.03 -0.007
C 0.954 -1.309 5.362 0.04 0.01 0.01 0.000
C 2.078 -0.830 4.709 -0.01 -0.01 0.02 -0.006
C 1.934 -0.273 3.448 -0.01 0.02 0.00 0.010
N 0.753 -0.181 2.843 0.02 -0.09 -0.04 -0.013
C -3.176 1.276 -1.307 -0.02 0.02 -0.04 -0.001
C -4.532 0.959 -1.193 -0.01 0.01 -0.01 0.000
C -5.428 1.413 -2.135 0.00 -0.01 0.02 0.001
C -4.987 2.196 -3.203 0.02 0.01 -0.01 0.000
C -3.652 2.520 -3.334 -0.02 0.01 -0.01 0.001
C -2.751 2.054 -2.383 0.00 -0.02 0.03 -0.002
H -1.057 2.934 -3.231 0.00 0.00 0.00 -0.001
H 0.544 2.063 -1.766 0.00 0.01 0.00 -0.002
H -2.559 -0.751 3.123 0.00 0.00 -0.01 -0.001
H -1.180 -1.574 5.219 0.00 0.00 0.00 0.000
H 1.036 -1.751 6.346 0.00 0.00 0.00 0.000
H 3.058 -0.884 5.162 0.00 0.00 0.00 0.000
H 2.779 0.111 2.891 0.00 -0.01 -0.01 -0.004
H -4.852 0.360 -0.352 0.00 0.00 0.00 0.000
H -6.477 1.167 -2.047 0.00 0.00 0.00 0.000
H -5.696 2.553 -3.938 0.00 0.00 0.00 0.000
H -3.307 3.127 -4.162 0.00 0.00 0.00 0.000
S 4.306 2.273 -0.168 -0.03 0.03 -0.07 0.003
C 4.427 0.658 -0.720 0.04 0.00 0.03 -0.012
C 3.288 -0.057 -0.487 -0.05 0.02 -0.10 0.018
C 2.241 0.688 0.144 0.09 0.11 0.01 -0.056
C 2.684 1.979 0.355 0.00 -0.09 0.05 0.015
C 1.819 2.912 1.046 -0.01 -0.02 -0.01 0.008
C 2.089 4.258 1.300 0.02 0.00 0.00 0.004
C 1.151 5.022 1.962 0.00 0.00 0.00 -0.003
C -0.046 4.436 2.363 -0.01 -0.01 0.02 0.004
C -0.246 3.101 2.080 0.05 0.00 0.03 0.008
N 0.655 2.347 1.441 -0.06 0.03 -0.08 -0.021
H 5.343 0.321 -1.181 0.00 -0.01 0.01 0.000
H 3.206 -1.102 -0.761 0.01 -0.01 0.01 0.003
H 3.028 4.684 0.974 0.00 0.00 0.00 0.000
H 1.346 6.066 2.167 0.00 0.00 0.00 0.000
H -0.804 4.999 2.887 0.00 0.00 0.00 0.000
H -1.158 2.596 2.377 -0.01 0.01 -0.01 -0.003
O 0.467 -1.649 0.504 -0.24 0.01 0.14 0.003
C 0.259 -2.370 -0.481 0.13 0.07 -0.09 -0.002
C 0.340 -3.865 -0.349 0.00 0.00 0.00 0.000
C 1.569 -4.452 -1.060 0.00 -0.01 0.01 0.000
C 1.412 -4.606 -2.570 -0.01 -0.01 -0.01 0.000
C 1.173 -3.308 -3.335 0.02 0.00 0.00 0.000
C -0.109 -2.587 -2.934 -0.02 0.00 0.01 -0.001
N 0.001 -1.842 -1.684 0.01 -0.03 -0.02 0.004
H -0.573 -4.321 -0.745 0.00 0.01 0.00 0.000
H 0.381 -4.070 0.718 0.00 0.00 0.00 0.000
H 1.760 -5.437 -0.630 0.01 0.00 0.00 0.000
H 2.446 -3.841 -0.828 -0.01 0.01 0.00 0.000
H 0.578 -5.288 -2.768 0.00 0.01 0.00 0.000
H 2.303 -5.093 -2.969 0.00 0.00 0.01 0.000
H 1.120 -3.532 -4.403 -0.01 -0.01 0.00 0.000
H 2.017 -2.624 -3.199 0.00 0.00 -0.01 0.000
H -0.937 -3.297 -2.860 0.00 0.00 -0.01 0.000
H -0.391 -1.862 -3.697 0.01 0.01 0.00 0.000
H 0.082 -0.837 -1.725 0.01 0.00 0.02 0.004
```
Positions in Å, forces in eV/Å.

Results
⟨S²⟩ ... 0.790
HOMO-LUMO gap (spin up / spin down) ... 6.71 / 6.24 eV
Total charge ... +1
DFT total energy ... -85157.65023 eV
HOMO energy (spin up / spin down) ... -9.90 / -9.43 eV
Spin multiplicity ... 2

---

Molecular formula: C14H11N7O7RuS
Method: DFT, wB97M-V/def2-TZVPD

Geometry as XYZ:
```
41
Properties=species:S:1:pos:R:3:forces:R:3:nbo_charge:R:1
Ru -0.115 0.641 0.001 -0.05 0.37 0.47 1.022
C 0.113 -0.964 -3.948 0.00 0.02 0.01 -0.693
C 0.234 -0.227 -2.668 -0.02 -0.05 -0.05 0.327
N -0.270 -0.601 -1.544 -0.02 -0.04 -0.08 -0.201
N -0.863 -1.826 -1.407 -0.01 -0.03 0.00 -0.350
C -0.844 -2.226 -0.180 -0.02 -0.04 -0.02 0.310
N -1.283 -3.419 0.197 -0.01 0.00 0.02 -0.732
S -0.190 -1.167 1.144 0.02 0.04 -0.05 0.299
C 1.066 0.984 -2.526 0.01 0.02 0.01 0.178
C 1.712 1.629 -3.550 0.02 0.01 0.00 -0.182
C 2.562 2.694 -3.245 0.00 0.00 -0.01 -0.052
C 2.748 3.083 -1.928 0.00 0.00 0.01 -0.218
C 2.060 2.414 -0.934 0.00 -0.01 0.00 0.106
N 1.241 1.393 -1.235 0.03 0.06 0.00 -0.440
H -0.491 -1.856 -3.823 0.00 0.00 0.00 0.283
H 1.101 -1.243 -4.320 0.00 -0.01 0.00 0.267
H -0.355 -0.315 -4.692 0.00 0.00 0.00 0.272
H -1.639 -4.059 -0.499 0.01 0.00 0.00 0.445
H -1.315 -3.701 1.163 0.00 0.00 0.00 0.433
H 1.568 1.308 -4.572 0.00 0.00 0.00 0.269
H 3.080 3.212 -4.041 0.00 0.00 0.00 0.267
H 3.407 3.898 -1.665 0.00 0.00 0.00 0.274
H 2.141 2.680 0.112 0.00 0.00 0.00 0.250
O -3.891 6.388 2.621 0.14 0.09 -0.01 -0.326
N -4.045 6.109 1.456 -0.34 -0.24 0.13 0.529
O -4.705 6.703 0.640 0.11 0.09 -0.07 -0.315
C -3.402 4.852 0.994 0.13 0.08 0.07 0.043
C -2.648 4.133 1.899 -0.10 0.01 0.10 -0.126
C -2.062 2.973 1.436 -0.09 -0.50 -0.30 -0.036
C -2.228 2.505 0.134 0.04 0.08 0.01 0.349
O -1.813 1.292 -0.291 -0.02 -0.10 -0.20 -0.525
C -2.938 3.314 -0.747 -0.03 -0.04 -0.05 0.001
C -3.557 4.471 -0.325 0.00 0.03 -0.08 -0.114
N -2.977 2.948 -2.176 -0.01 -0.02 -0.04 0.533
O -1.936 2.511 -2.643 0.01 0.02 0.02 -0.400
O -4.001 3.140 -2.770 -0.01 0.01 0.02 -0.275
N -1.155 2.208 2.280 0.25 1.30 -0.13 0.549
O -0.031 1.944 1.755 0.18 -0.88 -0.46 -0.469
O -1.377 2.042 3.420 -0.21 -0.27 0.68 -0.162
H -2.522 4.485 2.915 0.00 -0.01 0.00 0.303
H -4.135 5.081 -1.008 0.00 -0.01 0.00 0.307
```
Positions in Å, forces in eV/Å.

Results
HOMO-LUMO gap ... 6.52 eV
Total charge ... +2
DFT total energy ... -52851.62707 eV
HOMO energy ... -15.80 eV

---

Molecular formula: CH2ClF2NS
Method: DFT, wB97M-V/def2-TZVPD

Geometry as XYZ:
```
8
Properties=species:S:1:pos:R:3:forces:R:3:nbo_charge:R:1
C 0.514 0.032 -1.576 2.23 0.65 -1.61 0.635
N -0.697 -0.113 2.078 0.62 -0.18 -1.03 -0.936
F 0.534 -1.162 -2.123 -0.40 -0.86 0.43 -0.314
F 1.728 0.582 -1.910 -0.99 -0.21 1.04 -0.341
S 0.769 0.680 1.651 -1.79 -1.22 0.92 0.150
Cl -0.737 0.998 -2.211 -0.79 0.43 0.23 0.002
H -0.801 -0.833 2.870 0.45 1.63 -1.95 0.408
H -1.311 -0.184 1.220 0.68 -0.24 1.97 0.397
```
Positions in Å, forces in eV/Å.

Results
HOMO-LUMO gap (spin up / spin down) ... 7.76 / 7.82 eV
DFT total energy ... -31348.80511 eV
HOMO energy (spin up / spin down) ... -8.93 / -8.92 eV